{
  "formula": "C25H38Cl2N6O3",
  "method": "ωB97M-V/def2-TZVPD",
  "symbols": ["C", "N", "C", "C", "O", "H", "H", "H", "H", "H", "H", "H", "C", "N", "C", "C", "O", "H", "H", "H", "H", "H", "H", "H", "C", "N", "C", "C", "O", "H", "H", "H", "H", "H", "H", "H", "C", "C", "C", "N", "C", "C", "H", "H", "H", "H", "H", "C", "C", "C", "N", "C", "C", "H", "H", "H", "H", "H", "C", "C", "C", "N", "C", "C", "H", "H", "H", "H", "H", "Cl", "C", "Cl", "H", "H"],
  "coordinates": [[-1.760, -0.776, -2.928], [-1.938, 0.601, -3.202], [-2.779, 0.980, -4.337], [-1.437, 1.562, -2.358], [-0.833, 1.394, -1.329], [-2.618, -1.262, -2.465], [-0.897, -1.071, -2.331], [-1.625, -1.217, -3.916], [-2.993, 2.047, -4.392], [-2.285, 0.650, -5.251], [-3.695, 0.392, -4.297], [-1.796, 2.528, -2.745], [-4.525, -0.772, 2.558], [-3.602, -1.715, 2.001], [-3.814, -3.149, 2.217], [-2.585, -1.346, 1.157], [-1.893, -2.235, 0.585], [-4.349, 0.283, 2.349], [-4.595, -0.908, 3.637], [-5.532, -1.012, 2.215], [-2.963, -3.758, 1.913], [-4.029, -3.448, 3.243], [-4.685, -3.511, 1.672], [-2.277, -0.296, 1.038], [3.780, 4.428, 3.381], [4.899, 4.072, 2.446], [4.593, 4.439, 1.086], [6.091, 3.662, 2.942], [7.077, 3.446, 2.180], [2.788, 4.288, 2.950], [3.860, 5.454, 3.740], [3.869, 3.718, 4.203], [4.043, 5.378, 1.022], [5.464, 4.542, 0.438], [3.984, 3.654, 0.637], [6.043, 3.377, 4.004], [2.189, 0.124, -3.085], [1.410, -0.362, -4.152], [1.620, -1.689, -4.608], [2.636, -2.429, -4.149], [3.350, -1.954, -3.132], [3.157, -0.716, -2.527], [1.905, 1.054, -2.615], [0.597, 0.215, -4.569], [1.030, -2.060, -5.434], [4.225, -2.519, -2.847], [3.751, -0.304, -1.725], [0.801, -3.845, -0.403], [0.753, -3.697, -1.821], [0.737, -4.906, -2.512], [0.650, -6.203, -1.993], [0.614, -6.207, -0.604], [0.778, -5.081, 0.181], [0.826, -2.964, 0.221], [0.773, -2.757, -2.354], [0.760, -4.911, -3.591], [0.575, -7.213, -0.214], [0.935, -5.247, 1.236], [-3.686, 2.712, 3.355], [-2.794, 1.821, 3.956], [-1.582, 1.553, 3.422], [-0.970, 2.334, 2.500], [-1.800, 3.276, 1.948], [-3.160, 3.458, 2.336], [-4.729, 2.780, 3.626], [-3.110, 1.139, 4.732], [-0.957, 0.806, 3.889], [-1.428, 3.906, 1.154], [-3.752, 4.176, 1.787], [2.517, 1.527, 0.569], [1.275, 0.244, 0.667], [1.405, -0.690, 2.139], [0.286, 0.703, 0.677], [1.426, -0.492, -0.122]],
  "mulliken_charge": [-0.95, 0.33, -0.88, -0.08, -0.46, 0.36, 0.14, 0.40, 0.27, 0.32, 0.35, 0.23, -0.95, 0.25, -1.02, 0.26, -0.65, 0.20, 0.32, 0.37, 0.26, 0.36, 0.35, 0.29, -0.98, 0.19, -0.57, 0.16, -0.62, 0.33, 0.32, 0.34, 0.34, 0.32, -0.02, 0.27, -0.18, -0.27, -0.33, -0.53, -0.37, -0.38, 0.39, 0.48, 0.34, 0.35, 0.49, 0.34, 0.42, -0.48, -0.60, -0.25, -0.64, 0.09, -0.11, 0.38, 0.39, 0.38, -0.41, -0.47, -0.17, -0.22, -0.36, -0.28, 0.43, 0.40, 0.35, 0.37, 0.39, -0.18, 0.90, -0.21, -0.31, -0.25],
  "homo_ev": -9.046,
  "lumo_ev": 0.322,
  "energy_ha": -2449.98019,
  "multiplicity": 1,
  "homo_lumo_gap_ha": 0.3443,
  "total_charge": 0,
  "smiles": "CN(C)C=O.CN(C)C=O.CN(C)C=O.c1ccncc1.c1ccncc1.c1ccncc1.ClCCl"
}